## A
Density functional theory data (wB97M-V/def2-TZVPD) for the molecule C7H14S.

Results
Structure (SMILES): CC[C@]1(C(C)C)CS1
Orbital gap, eV: 9.5

Geometry as ORCA input:
```
! wB97M-V def2-TZVPD RIJCOSX def2/J DEFGRID3
* xyz 0 1
S -0.60993 1.99622 0.73392
C 0.85049 1.55083 -0.18666
C -1.76595 -1.33062 -0.44196
C 0.35234 -0.33038 1.41669
C -0.47670 -0.44575 -0.95819
C -0.63240 0.12587 -2.36769
C 1.52304 0.41030 2.26639
C 0.05854 0.40763 0.19329
H 1.16003 1.35131 2.64767
H 1.03149 -1.36457 1.28542
H -1.70993 -1.64482 0.68250
H -2.85193 -0.80111 -0.57672
H -1.83698 -2.30466 -0.97847
H 1.91639 1.80227 0.07167
H 1.62276 -0.22020 3.14167
H -0.91850 -0.79948 -3.06925
H -0.45256 -0.57135 2.08946
H 0.35203 -1.11909 -1.21848
H 0.73778 1.68616 -1.17850
H 0.38309 0.32764 -2.75813
H 2.51294 0.23993 1.62046
H -1.24602 1.03385 -2.41508
*
```

## B
Density functional theory data (wB97M-V/def2-TZVPD) for a cluster of 3 separate species, C7H14S in total.

Results
Orbital gap (alpha / beta), eV: 7.9 / 7.9

Geometry as ORCA input:
```
! wB97M-V def2-TZVPD RIJCOSX def2/J DEFGRID3
* xyz 0 1
S -4.94768 -0.55886 0.68145
C -1.51325 -0.61892 -0.76664
C -4.99575 -0.29616 -1.00219
C -4.34834 0.85655 1.46283
C -0.47738 0.09486 -0.37135
C 3.79826 0.79985 -0.64882
C 4.84128 -0.53437 1.01618
C 3.80404 -0.40008 -0.03421
H -5.38735 -1.12985 -1.53174
H -0.31707 0.38687 0.58372
H 5.74396 0.06402 0.70464
H -4.26980 0.72500 2.45624
H 3.23891 0.99402 -1.56716
H 5.15659 -1.61268 1.11921
H 4.44843 1.60134 -0.19704
H 4.59338 -0.19907 1.93983
H 3.33138 -1.28749 -0.40263
H 0.24702 0.43666 -1.05058
H -4.89596 0.69216 -1.31080
H -2.25132 -1.06953 -0.26686
H -4.27400 1.91657 0.97115
H -1.52534 -0.86087 -1.78523
*
```

Calculated relative energies: A 0.0; B 287.2, given in kJ/mol

## A
Density functional theory data (wB97M-V/def2-TZVPD) for a cluster of 12 separate species, BH26O11 in total.

Results
Orbital gap, eV: 8.6

Geometry as ORCA input:
```
! wB97M-V def2-TZVPD RIJCOSX def2/J DEFGRID3
* xyz -1 1
O -2.30229 -2.67376 -1.72245
O -3.23129 0.73324 1.49455
O 2.93771 2.73124 1.33655
O 1.18571 1.91824 -2.96545
O 2.17471 0.48624 3.61955
O -3.93729 -0.49076 -1.17745
O -0.83629 -0.60476 -3.54945
O 2.01671 -2.15676 -2.59945
O -1.08129 -2.66676 1.58555
O 0.39671 4.34324 1.59155
O 3.82871 -2.34576 0.77555
B 0.09071 0.39024 0.54155
H 1.35171 0.06224 0.50955
H 0.16971 1.64724 -0.01045
H -1.14829 -2.91876 0.67055
H -0.44429 3.89724 1.73955
H 1.18071 1.75524 -2.03945
H 1.63871 -1.46976 -2.04845
H 1.71871 0.72224 2.85155
H 2.17771 3.28224 1.83855
H 1.60171 0.93024 4.27455
H -0.09429 0.41624 1.72255
H 2.31271 2.23924 0.60155
H 2.90071 -2.60276 -2.17445
H -3.80529 0.26424 2.17655
H -3.27529 -0.19876 -0.55245
H -0.65929 -0.38276 -0.19845
H -3.04529 -3.27576 -1.98145
H 0.50771 1.35624 -3.38445
H 0.66071 5.10524 2.10955
H -2.85229 -1.92176 -1.37145
H -1.18429 -1.20976 -2.83845
H 3.13371 -1.77376 0.97455
H -4.80329 -0.84676 -0.76845
H -0.78729 -1.69676 1.51355
H -2.33029 0.39324 1.63155
H -0.10429 -1.11476 -3.96545
H 3.93671 -2.32276 -0.21145
*
```

## B
Density functional theory data (wB97M-V/def2-TZVPD) for a cluster of 12 separate species, BH26O11 in total.

Results
Orbital gap, eV: 10.2

Geometry as ORCA input:
```
! wB97M-V def2-TZVPD RIJCOSX def2/J DEFGRID3
* xyz -1 1
O 1.21561 -3.41346 2.03882
O 0.21169 -2.28448 -1.42935
O -1.26837 -3.43620 1.18223
O 2.85077 -1.48693 0.15614
O 1.70647 -0.81773 -3.15162
O -0.45386 0.65307 -3.67105
O -1.30021 2.25706 -1.59756
O -2.23993 -0.71515 1.13521
O 0.97877 3.44390 0.66564
O -2.00079 3.75875 1.20355
O 0.36757 0.35340 3.48529
B 0.27916 0.41309 0.33306
H 0.69203 2.53637 0.56362
H 1.11956 -0.23485 3.41673
H 1.83590 3.37887 1.08675
H -1.14128 -3.61817 0.25112
H 2.31752 -0.48173 -2.49590
H -2.10269 4.63568 0.83362
H 2.31472 -0.69519 0.11102
H 0.15164 -0.52645 0.84809
H 0.36911 -3.25633 1.62052
H -0.08250 0.35879 -0.68207
H -2.13929 2.51537 -1.21617
H -0.94335 1.61729 -0.98146
H 0.23555 0.67892 2.59488
H 0.26921 -1.96889 -2.33119
H 2.22536 -2.20573 0.06441
H -1.31138 3.35464 0.67666
H 1.30691 0.73910 0.29206
H 0.16667 -1.48886 -0.89909
H -0.31234 1.18304 0.80373
H -1.20148 0.07917 -3.83822
H -1.84172 -2.66995 1.20093
H 1.00178 -0.17043 -3.17694
H -2.58097 -0.79278 0.24420
H 1.41568 -2.59386 2.49098
H -1.42734 -0.21853 1.03873
H -0.68414 1.11922 -2.86737
*
```

## C
Density functional theory data (wB97M-V/def2-TZVPD) for a structure of composition BH26O11.

Results
Orbital gap, eV: 6.7

Geometry as ORCA input:
```
! wB97M-V def2-TZVPD RIJCOSX def2/J DEFGRID3
* xyz -1 1
O -1.23763 -1.66104 0.43225
O 2.16920 0.45345 0.63517
O -0.20476 0.90612 2.28518
O -3.16142 -0.73627 0.72554
O -2.30366 0.82163 -0.05815
O 2.64193 -0.56761 -1.18651
O 0.07301 -2.00891 1.75564
O 0.68641 2.27805 -0.04347
O -1.07136 -0.43937 -1.90642
O 0.01887 2.04155 -2.01219
O 0.77601 -1.94289 -1.06937
B 0.09917 0.08757 0.11616
H -0.17355 -0.31057 -1.60049
H 0.26318 1.13065 -2.17592
H 0.58563 -1.45231 2.34186
H -0.97592 0.00748 0.16111
H -0.94358 0.30268 2.36415
H 1.27471 0.17502 0.43870
H -1.58698 0.88159 0.57351
H 0.30631 2.51153 -2.79496
H 0.61740 -1.36150 -0.32570
H 0.63856 -2.76190 1.58417
H -2.04243 1.40179 -0.77328
H 0.38125 0.41564 -0.87229
H 0.59905 -0.84354 0.33386
H 1.63487 -1.68026 -1.40044
H 0.57917 2.24616 -0.99411
H 0.38657 1.42144 0.26074
H 2.06741 1.30369 1.06291
H 0.44957 0.82783 0.81865
H 2.13053 0.04406 -0.65685
H -2.38711 -1.20761 1.03295
H -0.77519 -2.02922 1.18511
H -2.81881 0.08701 0.37762
H 0.17596 0.70865 1.42942
H -1.60511 0.08981 -1.31369
H 3.55307 -0.32831 -1.01686
H -0.82034 -0.81210 0.28597
*
```

Calculated relative energies: A 129.6; B 0.0; C 3086.2, given in kJ/mol

## A
Density functional theory data (wB97M-V/def2-TZVPD) for a structure of composition C3H4FeO3.

Results
Orbital gap (alpha / beta), eV: 12.1 / 6.6
Expectation value of S²: 8.7592

Geometry as ORCA input:
```
! wB97M-V def2-TZVPD RIJCOSX def2/J DEFGRID3
* xyz 3 6
Fe -1.72191 1.25655 2.13048
O -1.88372 1.64491 0.19426
O -0.46072 0.57022 -1.28169
O -0.33183 0.26134 0.95664
C 0.69221 -0.52093 -0.97749
C 0.62300 -0.69646 0.53907
C -0.94080 0.97322 -0.18902
H 0.34352 -1.41576 -1.50406
H 0.35451 -1.69252 0.89946
H 1.58609 -0.02505 -1.36793
H 1.73965 -0.35552 0.60028
*
```

## B
Density functional theory data (wB97M-V/def2-TZVPD) for a structure of composition C3H4FeO3.

Results
Orbital gap (alpha / beta), eV: 9.1 / 8.4
Expectation value of S²: 8.7577

Geometry as ORCA input:
```
! wB97M-V def2-TZVPD RIJCOSX def2/J DEFGRID3
* xyz 3 6
Fe -0.05261 -2.28435 0.12872
O -0.56495 1.34642 -0.05462
O -1.30048 -0.74959 0.37551
O 0.79305 -0.40942 -0.13699
C 1.79164 1.16807 -0.08906
C -0.42313 0.01132 -0.02869
C 0.59759 2.07013 -0.11495
H 1.32081 1.93589 -1.27833
H 0.57244 2.88569 0.61339
H 2.73150 1.59358 -0.46580
H 2.10543 1.00569 0.95000
*
```

Calculated relative energies: A 0.0; B 205.8, given in kJ/mol